Entry 1:
125
Properties=species:S:1:pos:R:3:lowdin_charge:R:1 method="wB97M-V/def2-TZVPD" e_above_lowest_kj_mol=144.59
Na 0.29 0.83 0.86 0.165
C 3.51 0.74 5.39 -0.036
N 2.99 1.27 4.15 -0.125
C 3.68 2.06 3.27 -0.060
C 2.83 2.29 2.22 -0.121
N 1.65 1.65 2.44 0.052
C 1.76 1.04 3.60 -0.458
P 0.52 -0.03 4.37 1.172
C 0.61 -1.37 3.13 -0.441
N 0.45 -1.26 1.83 0.050
C 0.62 -2.51 1.32 -0.129
C 0.87 -3.40 2.32 -0.051
N 0.86 -2.67 3.48 -0.130
C 1.06 -3.18 4.82 -0.039
C -1.00 0.77 3.77 -0.450
N -1.22 1.23 2.56 0.073
C -2.47 1.74 2.57 -0.104
C -3.04 1.57 3.80 -0.046
N -2.09 0.95 4.57 -0.131
C -2.25 0.55 5.95 -0.041
H 4.40 1.29 5.66 0.091
H 3.78 -0.32 5.27 0.089
H 2.77 0.83 6.18 0.076
H 4.68 2.38 3.48 0.120
H 2.99 2.86 1.33 0.090
H 0.52 -2.69 0.26 0.072
H 1.03 -4.46 2.32 0.118
H 0.93 -4.26 4.82 0.091
H 0.33 -2.73 5.49 0.070
H 2.06 -2.94 5.19 0.089
H -2.89 2.21 1.69 0.099
H -4.01 1.83 4.19 0.119
H -3.19 0.94 6.33 0.090
H -1.43 0.94 6.56 0.081
H -2.25 -0.54 6.04 0.086
C -2.46 -2.33 -3.20 -0.313
N -3.50 -1.30 -3.11 -0.165
C -3.13 0.09 -3.31 -0.286
P -2.08 0.83 -1.89 1.086
C -3.18 0.22 -0.55 -0.357
C -4.55 0.49 -0.53 -0.119
C -5.39 -0.13 0.37 -0.073
C -4.88 -1.05 1.28 -0.087
C -3.52 -1.31 1.29 -0.085
C -2.67 -0.68 0.39 -0.122
C -2.65 2.55 -2.19 -0.385
C -3.37 3.33 -1.28 -0.107
C -3.67 4.65 -1.57 -0.077
C -3.23 5.22 -2.75 -0.090
C -2.46 4.48 -3.63 -0.085
C -2.17 3.15 -3.35 -0.105
C -4.79 -1.74 -3.38 -0.222
C -5.91 -0.94 -3.15 -0.034
C -7.19 -1.42 -3.35 -0.091
C -7.41 -2.71 -3.79 -0.114
C -6.31 -3.51 -4.06 -0.097
C -5.03 -3.04 -3.86 -0.039
P -0.76 -2.09 -2.42 1.072
C -0.27 -3.87 -2.63 -0.365
C -1.02 -4.84 -1.95 -0.115
C -0.67 -6.18 -1.99 -0.089
C 0.48 -6.58 -2.65 -0.094
C 1.28 -5.62 -3.26 -0.086
C 0.91 -4.29 -3.25 -0.093
C 0.19 -1.39 -3.83 -0.403
C 1.09 -0.37 -3.53 -0.130
C 1.89 0.19 -4.51 -0.080
C 1.80 -0.27 -5.82 -0.080
C 0.92 -1.30 -6.13 -0.077
C 0.11 -1.85 -5.14 -0.106
H -2.26 -2.59 -4.25 0.087
H -2.85 -3.21 -2.69 0.064
H -4.02 0.70 -3.42 0.073
H -2.55 0.18 -4.25 0.090
H -4.96 1.20 -1.24 0.095
H -6.45 0.08 0.35 0.106
H -5.54 -1.56 1.97 0.100
H -3.11 -2.03 2.00 0.103
H -1.61 -0.89 0.42 0.056
H -3.68 2.90 -0.34 0.083
H -4.24 5.24 -0.86 0.103
H -3.48 6.25 -2.98 0.100
H -2.07 4.94 -4.53 0.101
H -1.55 2.57 -4.02 0.101
H -5.80 0.08 -2.80 0.081
H -8.04 -0.77 -3.15 0.102
H -8.42 -3.09 -3.95 0.094
H -6.45 -4.52 -4.43 0.100
H -4.20 -3.69 -4.12 0.092
H -1.90 -4.54 -1.40 0.100
H -1.30 -6.92 -1.51 0.102
H 0.76 -7.63 -2.69 0.100
H 2.18 -5.92 -3.78 0.102
H 1.53 -3.56 -3.75 0.096
H 1.15 0.00 -2.51 0.060
H 2.58 0.99 -4.25 0.097
H 2.42 0.16 -6.59 0.103
H 0.85 -1.67 -7.14 0.104
H -0.56 -2.66 -5.40 0.104
O -0.48 2.10 -0.38 -0.341
N -0.52 3.37 -0.21 0.012
C 0.53 4.06 -0.58 -0.314
C 0.50 5.48 -0.50 -0.201
N 0.53 6.63 -0.49 0.138
C 1.72 3.45 -1.10 -0.191
N 2.64 2.87 -1.48 0.163
C 7.37 -1.56 -1.89 -0.083
C 6.62 -0.45 -2.63 -0.410
C 7.12 0.94 -2.21 -0.076
C 5.10 -0.56 -2.47 -0.107
N 4.59 -0.48 -1.10 -0.072
C 3.30 -0.56 -0.74 -0.133
N 3.22 -0.48 0.56 0.047
N 4.48 -0.35 1.00 -0.018
N 5.30 -0.35 0.02 0.053
H 8.43 -1.52 -2.13 0.077
H 6.99 -2.54 -2.18 0.076
H 7.27 -1.44 -0.82 0.058
H 6.81 -0.57 -3.70 0.133
H 6.99 1.08 -1.14 0.064
H 6.58 1.72 -2.73 0.079
H 8.18 1.03 -2.45 0.077
H 4.76 -1.52 -2.88 0.130
H 4.62 0.24 -3.04 0.115
H 2.47 -0.66 -1.43 0.096

---

Entry 2:
Here is a 6-piece molecular cluster, C52H58BrFN2O19S2 overall in a non-equilibrium geometry from OMol25. Energies are from wB97M-V/def2-TZVPD.

Geometry as XYZ:
```
135
Properties=species:S:1:pos:R:3:lowdin_charge:R:1
C 1.09 8.90 0.42 -0.135
C 2.05 7.96 -0.52 -0.258
C 1.30 7.42 -1.88 -0.215
C -0.09 6.57 -1.60 -0.212
C -0.23 5.21 -2.56 -0.196
C 0.82 4.08 -2.06 -0.167
C 0.33 2.94 -1.00 -0.160
C -1.03 3.11 -0.19 -0.154
C -1.97 1.74 -0.48 -0.037
C -2.52 1.71 -2.07 -0.257
O -2.43 0.49 -2.66 -0.061
O -3.08 2.88 -2.77 -0.006
C -1.06 3.62 1.34 -0.324
C -1.89 2.63 2.42 -0.165
S -1.46 3.01 4.22 0.824
O -1.56 4.50 4.60 -0.395
O -0.11 2.34 4.68 -0.432
C -1.92 5.06 1.45 -0.187
O -1.46 6.16 2.05 0.044
N -3.35 5.16 0.89 0.112
C -4.26 5.84 1.94 -0.176
O -4.48 5.30 3.16 0.015
F -4.86 7.17 1.58 -0.016
O 0.18 3.84 2.05 -0.334
S 1.38 4.67 1.23 1.054
O 2.19 5.51 2.29 -0.390
O 2.38 3.49 0.59 -0.320
C 1.70 2.43 -0.18 -0.390
C 1.47 1.19 0.83 -0.075
C 2.50 1.22 2.15 -0.239
C 4.08 1.03 1.77 -0.594
Br 5.28 1.53 3.33 0.527
N 2.68 2.22 -1.32 -0.032
C 3.06 0.85 -1.67 -0.238
C 1.90 -0.09 -2.39 -0.178
C 2.44 -1.66 -2.44 -0.214
C 1.42 -2.72 -1.66 -0.124
H 0.99 9.99 -0.01 0.081
H 0.08 8.36 0.65 0.065
H 1.64 9.02 1.46 0.088
H 2.95 8.65 -0.91 0.113
H 2.55 7.11 0.11 0.084
H 1.17 8.33 -2.61 0.115
H 2.08 6.69 -2.42 0.109
H -0.98 7.28 -1.95 0.117
H -0.29 6.35 -0.47 0.071
H -1.34 4.86 -2.68 0.092
H 0.12 5.57 -3.64 0.124
H 1.24 3.56 -3.06 0.132
H 1.77 4.67 -1.64 0.110
H 0.18 1.98 -1.72 0.144
H -1.73 3.90 -0.75 0.133
H -3.02 1.80 0.09 0.117
H -1.40 0.75 -0.23 0.138
H -3.07 2.61 -3.75 0.152
H -1.58 1.48 2.26 0.128
H -3.04 2.81 2.30 0.118
H -2.47 2.34 4.99 0.101
H -3.35 5.78 0.04 0.138
H 1.46 0.10 0.39 0.122
H 0.40 1.28 1.35 0.111
H 2.27 2.16 2.84 0.114
H 2.18 0.27 2.80 0.129
H 4.29 1.69 0.81 0.073
H 4.27 -0.09 1.45 0.081
H 3.44 2.94 -1.33 0.138
H 3.94 0.90 -2.48 0.146
H 3.51 0.17 -0.80 0.101
H 1.73 0.31 -3.47 0.115
H 0.94 -0.07 -1.72 0.074
H 2.59 -2.07 -3.53 0.092
H 3.51 -1.70 -1.92 0.103
H 0.44 -2.19 -1.27 0.068
H 1.10 -3.61 -2.37 0.046
H 1.98 -3.25 -0.74 0.056
C -6.02 -0.57 2.40 0.030
C -7.17 -1.16 2.05 0.034
C -7.50 -1.43 0.64 -0.365
O -8.56 -1.97 0.33 0.099
C -6.51 -1.04 -0.38 0.037
C -5.36 -0.45 -0.03 0.035
C -5.03 -0.18 1.38 -0.361
O -3.97 0.36 1.69 0.067
H -5.76 -0.36 3.43 0.124
H -7.91 -1.45 2.79 0.128
H -6.76 -1.25 -1.41 0.127
H -4.62 -0.16 -0.77 0.110
C 5.59 -4.74 1.07 0.029
C 6.34 -5.84 1.10 0.019
C 5.85 -7.11 0.53 -0.385
O 6.53 -8.13 0.55 0.098
C 4.50 -7.11 -0.08 0.022
C 3.75 -6.00 -0.11 0.029
C 4.24 -4.73 0.46 -0.359
O 3.56 -3.72 0.44 0.073
H 5.93 -3.80 1.48 0.102
H 7.33 -5.86 1.53 0.116
H 4.15 -8.05 -0.49 0.122
H 2.76 -5.99 -0.55 0.120
C 9.39 -3.37 4.49 0.027
C 10.16 -4.00 5.38 0.025
C 9.77 -5.31 5.93 -0.381
O 10.47 -5.89 6.75 0.105
C 8.50 -5.90 5.46 0.028
C 7.73 -5.27 4.57 0.018
C 8.12 -3.95 4.02 -0.373
O 7.42 -3.38 3.20 0.087
H 9.66 -2.40 4.07 0.124
H 11.09 -3.58 5.74 0.124
H 8.23 -6.86 5.88 0.125
H 6.80 -5.68 4.22 0.119
C 3.73 -6.23 -6.24 0.025
C 3.34 -6.13 -4.97 0.026
C 2.23 -5.24 -4.58 -0.370
O 1.87 -5.15 -3.41 0.064
C 1.55 -4.48 -5.65 0.024
C 1.94 -4.58 -6.92 0.025
C 3.06 -5.47 -7.31 -0.382
O 3.42 -5.56 -8.48 0.105
H 4.55 -6.87 -6.55 0.124
H 3.82 -6.68 -4.17 0.120
H 0.74 -3.84 -5.35 0.125
H 1.46 -4.03 -7.72 0.124
C -12.51 -1.85 -0.32 0.025
C -11.74 -2.48 0.57 0.020
C -12.13 -3.79 1.12 -0.379
O -11.43 -4.37 1.94 0.099
C -13.40 -4.38 0.65 0.020
C -14.17 -3.75 -0.24 0.020
C -13.78 -2.44 -0.79 -0.386
O -14.48 -1.86 -1.61 0.096
H -12.24 -0.89 -0.74 0.122
H -10.81 -2.07 0.92 0.094
H -13.67 -5.34 1.07 0.122
H -15.10 -4.17 -0.60 0.122
```

---

Gap between HOMO and LUMO readings, ordered: 7.23, 6.81 eV
E_tot readings, ordered: -4042.0604, -7024.8494 hartree